(1)
ORCA calculation (the ωB97M-V functional and the def2-TZVPD basis) on a molecular structure, C26H46ClF10IKLiN2O11P3SV in a non-equilibrium geometry.

Atoms and positions in Å:
C (0.1025, -2.4827, 2.2209)
C (-1.0509, -1.5273, 2.5600)
I (-1.3816, -1.7401, 4.7154)
C (-0.6013, -0.0522, 2.2895)
P (-1.6982, 0.8959, 1.0929)
C (-1.5681, -0.4514, -0.2620)
O (-2.0126, 0.1048, -1.5046)
C (-0.9153, 0.4463, -2.2949)
O (0.1502, 0.9281, -1.5473)
C (1.3800, 0.3977, -2.0362)
C (2.5294, 0.7638, -1.1361)
O (2.5521, -0.0230, 0.0234)
P (-2.1270, 2.5787, 2.5131)
C (-0.5300, 3.2797, 3.1738)
O (-2.9884, 1.8435, 3.7754)
H (1.0005, -2.1028, 2.7209)
H (0.3315, -2.5189, 1.1530)
H (-0.0681, -3.4758, 2.6435)
H (-1.9993, -1.7956, 2.1034)
H (-0.5967, 0.4522, 3.2562)
H (0.4525, -0.0937, 1.9803)
H (-1.2683, 1.9011, 0.1664)
H (-3.1066, 0.6229, 1.1533)
H (-2.2949, -1.2373, 0.0003)
H (-0.5918, -0.9473, -0.3136)
H (-0.6551, -0.3909, -2.9663)
H (-1.2426, 1.2687, -2.9605)
H (1.5466, 0.8396, -3.0360)
H (1.3752, -0.6973, -2.1320)
H (2.5313, 1.8266, -0.8455)
H (3.4610, 0.5646, -1.7017)
H (3.3543, 0.3889, 0.6236)
H (0.3456, 2.9961, 2.5822)
H (-0.5908, 4.3667, 3.2503)
H (-0.4235, 2.9095, 4.2048)
H (-2.3587, 1.4125, 4.3719)
N (-3.9901, -3.0487, 8.3355)
C (-5.1459, -3.6361, 8.6326)
C (-6.3783, -3.1448, 8.2296)
C (-6.4068, -1.9740, 7.4774)
C (-5.2175, -1.3517, 7.1606)
C (-4.0402, -1.9306, 7.6129)
H (-5.0731, -4.5429, 9.2213)
H (-7.2884, -3.6671, 8.4959)
H (-7.3511, -1.5529, 7.1385)
H (-5.1968, -0.4415, 6.5774)
H (-3.0813, -1.4810, 7.3870)
C (6.6620, -1.6489, -0.9959)
N (6.2934, -0.2219, -0.7943)
O (6.4770, 0.5443, -1.7238)
O (5.8357, 0.0703, 0.2809)
H (7.0561, -1.7669, -1.9987)
H (7.4117, -1.9005, -0.2519)
H (5.7610, -2.2398, -0.8597)
F (-1.7411, 0.5697, -9.8239)
C (-1.9908, 0.5809, -8.5111)
C (-1.1101, 1.2005, -7.6502)
C (-1.3806, 1.2067, -6.2899)
C (-2.5183, 0.5864, -5.7970)
C (-3.3991, -0.0369, -6.6636)
C (-3.1371, -0.0346, -8.0349)
H (-0.2184, 1.6739, -8.0432)
H (-0.6971, 1.6972, -5.6100)
H (-2.7162, 0.5938, -4.7330)
H (-4.2910, -0.5247, -6.2751)
H (-3.8227, -0.5087, -8.7407)
Cl (3.4214, 1.1303, 2.1520)
C (5.9638, 4.8932, 4.3327)
S (6.4894, 3.2037, 4.6631)
O (7.8911, 3.2665, 5.1666)
C (6.5571, 2.6980, 2.9447)
H (5.8914, 5.4198, 5.2826)
H (6.6953, 5.3898, 3.6945)
H (4.9870, 4.8789, 3.8488)
H (7.2510, 3.3389, 2.3976)
H (5.5594, 2.7568, 2.5081)
H (6.9045, 1.6685, 2.9036)
K (-8.6461, -2.1361, 8.8163)
C (5.1072, 3.4572, -6.2609)
C (4.7385, 3.5049, -7.7337)
O (4.2705, 2.2567, -8.2687)
C (2.9611, 1.8561, -8.0343)
O (2.1297, 2.7203, -8.3255)
C (2.7250, 1.2397, -6.6100)
F (3.7911, 0.5505, -6.2075)
F (1.7022, 0.3695, -6.6510)
F (2.4512, 2.1268, -5.6704)
H (5.6315, 2.5342, -6.0154)
H (5.7433, 4.3054, -6.0087)
H (4.2291, 3.5234, -5.6239)
H (5.6485, 3.7185, -8.2936)
H (4.0516, 4.3246, -7.9530)
H (2.9282, 0.8440, -8.7091)
Li (-3.9402, -2.5573, -7.8267)
O (2.9708, -0.2518, -9.3812)
V (3.4258, -1.9645, -9.1746)
O (3.9232, -3.4700, -8.6447)
F (-10.3579, -8.4326, 10.9044)
P (-10.6375, -7.1944, 9.8495)
F (-12.1057, -7.9125, 9.6204)
F (-9.1038, -7.6618, 9.4284)
F (-11.3575, -6.4448, 11.1344)
F (-10.8607, -6.9953, 8.2176)
F (-9.9946, -5.6494, 9.7679)

Forces on the atoms, in the same order (eV/Å):
C -0.027 0.004 0.703
C 1.046 0.318 -0.109
I -0.238 -0.067 -0.232
C -0.353 -0.746 0.396
P 0.652 -0.600 0.560
C -0.529 -0.752 0.425
O 0.500 -0.032 0.252
C -0.653 1.015 -0.928
O 0.218 -0.895 -0.254
C 0.633 0.655 -0.160
C 0.725 -0.353 0.508
O 0.836 -0.134 -0.928
P -1.155 1.407 -0.573
C -0.455 -0.548 0.642
O 1.175 0.216 -0.025
H -0.067 -0.011 -0.158
H -0.236 0.000 0.029
H -0.087 -0.054 -0.410
H 0.021 -0.058 0.145
H 0.018 0.298 -0.324
H -0.191 0.361 -0.374
H -0.038 -0.156 -0.003
H 0.166 0.201 0.083
H 0.028 0.170 -0.127
H -0.005 0.301 -0.222
H 0.380 -0.167 0.424
H -0.219 -0.144 0.096
H 0.100 -0.181 0.078
H -0.344 0.096 0.098
H -0.185 0.020 -0.337
H -0.214 0.303 -0.248
H -2.156 -0.890 -0.514
H -0.067 -0.094 0.098
H -0.076 -0.101 -0.167
H 0.328 -0.028 -0.218
H -0.215 -0.278 0.125
N -0.247 0.190 -0.081
C 0.166 -0.210 0.086
C 0.494 -0.071 -0.219
C 0.259 -0.152 -0.109
C -0.009 0.136 -0.102
C 0.241 -0.144 0.099
H -0.114 -0.027 -0.021
H 0.892 -0.861 -0.209
H 0.553 0.133 -0.531
H 0.052 -0.023 -0.031
H -0.044 0.086 -0.036
C 0.073 -0.134 -0.225
N 0.012 -0.105 -0.006
O 0.001 0.063 -0.122
O 0.106 0.097 0.032
H -0.004 0.074 -0.007
H -0.099 -0.013 0.088
H 0.006 0.029 0.146
F -0.048 -0.055 -0.051
C 0.029 -0.040 0.217
C 0.233 0.189 -0.153
C -0.126 -0.069 -0.083
C -0.045 -0.044 0.449
C 0.109 -0.235 -0.233
C -0.266 -0.713 -0.026
H -0.055 0.016 -0.040
H 0.012 -0.012 -0.002
H -0.014 -0.011 -0.003
H -0.094 0.208 0.049
H -0.072 0.362 -0.191
Cl 0.553 0.986 1.620
C -0.020 0.158 -0.041
S -0.095 -0.163 -0.121
O 0.068 0.128 -0.007
C 0.031 0.151 -0.196
H 0.026 -0.061 0.034
H 0.046 -0.059 0.005
H -0.001 -0.072 0.009
H 0.071 0.053 0.138
H -0.055 -0.193 0.073
H -0.090 -0.030 0.078
K -2.412 0.463 1.254
C -0.405 -0.218 0.107
C 0.609 0.940 0.022
O -0.117 -2.239 0.249
C 1.454 8.079 2.792
O -0.947 -1.847 -0.400
C 0.257 -2.380 0.517
F 0.143 0.112 -0.232
F -0.279 0.180 -0.201
F -0.180 0.447 -0.549
H 0.118 0.063 -0.048
H 0.047 -0.015 -0.141
H 0.043 0.020 0.069
H -0.122 -0.220 -0.209
H -0.254 -0.239 -0.031
H -0.270 -6.218 -4.203
Li 0.351 0.445 0.162
O -0.489 4.946 2.439
V 1.464 -4.525 0.759
O -1.064 3.062 -0.861
F -0.323 0.265 0.303
P -0.288 -0.897 0.120
F 0.098 -0.171 0.371
F -0.008 0.327 -0.481
F -0.268 -0.184 -0.106
F 0.331 0.518 -0.030
F 0.664 0.646 -0.301

The value obtained for the gap between HOMO and LUMO is 0.0938 Ha. Its energy is -181914.805 eV.

=====

(2)
ORCA calculation (the ωB97M-V functional and the def2-TZVPD basis) on C5H6O2 in the gas phase in a non-equilibrium geometry.

Atoms and positions in Å:
C (-1.7597, -1.6387, -0.6258)
C (-0.9837, -0.8258, 0.0206)
C (0.0441, -0.0337, 0.2149)
C (1.2924, -0.6562, 0.6792)
O (2.2720, -0.0198, 1.0166)
C (-0.0511, 1.4671, 0.0325)
O (1.1201, 2.0421, -0.4796)
H (-1.2144, -1.6989, -1.5594)
H (-2.6736, -2.1857, -0.4061)
H (1.3005, -1.7655, 0.6698)
H (-0.3273, 1.8787, 1.0123)
H (-0.8599, 1.6975, -0.6698)
H (1.8406, 1.7389, 0.0948)

Forces on the atoms, in the same order (eV/Å):
C 0.367 0.093 -0.048
C 0.121 0.006 -0.159
C -0.197 -0.008 0.349
C 0.326 0.181 0.277
O -0.267 -0.250 -0.118
C -0.334 0.037 0.192
O 0.195 -0.071 0.103
H -0.837 -0.724 -0.774
H 0.408 0.293 0.143
H 0.010 0.176 0.081
H 0.085 0.244 -0.082
H 0.108 -0.067 0.174
H 0.015 0.090 -0.139

The SMILES is C=C=C(C=O)CO. The value obtained for the gap between HOMO and LUMO is 0.3659 Ha. The value obtained for the relative energy (zero: lowest compared OMol25 entry of this formula, charge and spin) is 2.543 eV. Its energy is -9374.553 eV.

=====

(3)
ORCA calculation (the ωB97M-V functional and the def2-TZVPD basis) on C4H7N in the gas phase in a non-equilibrium geometry.

Atoms and positions in Å:
C (2.4817, 0.0592, -0.1753)
C (1.3033, 0.0899, 0.1347)
C (-0.1761, 0.1481, 0.3273)
C (-0.8971, -1.1339, -0.2019)
N (-0.7470, 1.3495, -0.3404)
H (3.5532, -0.0896, -0.3745)
H (-0.3733, 0.2114, 1.4462)
H (-0.7167, -1.2080, -1.3186)
H (-1.9629, -1.0478, -0.0072)
H (-0.4956, -2.0123, 0.3737)
H (-1.6991, 1.4555, 0.1516)
H (-0.2703, 2.1781, -0.0158)

Forces on the atoms, in the same order (eV/Å):
C -0.658 -0.377 0.527
C 0.932 -0.006 -0.873
C -0.008 -0.087 0.900
C 1.336 0.192 -0.240
N -2.078 -0.386 1.410
H -1.270 0.330 0.201
H 0.375 -0.218 -1.083
H -0.199 -0.146 1.387
H -0.095 0.010 -0.045
H -0.394 0.680 -0.844
H 1.590 -0.139 -1.315
H 0.470 0.148 -0.026

The SMILES is C#C[C@H](C)N. The value obtained for the gap between HOMO and LUMO is 0.3910 Ha. The value obtained for the relative energy (zero: lowest compared OMol25 entry of this formula, charge and spin) is 2.103 eV. Its energy is -5749.314 eV.

=====

(4)
ORCA calculation (the ωB97M-V functional and the def2-TZVPD basis) on C5H8BrFO in the gas phase in a non-equilibrium geometry.

Atoms and positions in Å:
C (-1.6739, 0.7445, 0.3879)
C (-0.4135, 0.2802, 0.4647)
O (0.2732, -0.7858, -0.0234)
C (-0.4307, -2.0216, -0.3270)
C (0.5049, 1.2564, 1.1851)
C (1.8613, 1.5924, 0.5267)
F (-0.1416, 2.4290, 1.5349)
Br (0.9527, 0.4992, 2.9851)
H (-2.4218, 0.0671, -0.0622)
H (-2.0495, 1.6460, 0.7277)
H (0.4697, -2.5870, -0.3690)
H (-1.0160, -1.8210, -1.1863)
H (-1.1992, -2.2361, 0.4228)
H (2.4047, 2.4714, 1.0503)
H (1.6308, 1.5853, -0.4933)
H (2.4673, 0.7451, 0.6018)

Forces on the atoms, in the same order (eV/Å):
C 0.065 -4.317 -1.813
C 0.007 2.456 0.542
O -1.122 0.969 0.976
C -0.026 2.253 1.123
C 1.631 0.413 1.232
C -0.908 0.978 2.101
F 0.106 -0.480 -0.740
Br -0.136 -0.272 -0.102
H 0.309 0.468 0.066
H -0.093 1.485 0.866
H -0.324 -1.707 -0.482
H -0.065 -0.447 -1.546
H 0.695 -0.381 0.471
H -1.262 -1.309 -1.318
H 0.051 1.253 -1.865
H 1.072 -1.362 0.488

The SMILES is C=C(OC)[C@@](C)(F)Br. The value obtained for the gap between HOMO and LUMO is 0.3711 Ha. The value obtained for the relative energy (zero: lowest compared OMol25 entry of this formula, charge and spin) is 0.219 eV. Its energy is -80120.237 eV.

=====

(5)
ORCA calculation (the ωB97M-V functional and the def2-TZVPD basis) on C6H4ClF3O3S in the gas phase in a non-equilibrium geometry.

Atoms and positions in Å:
C (-0.6595, -1.3002, -0.9788)
C (-0.0983, 0.0151, -1.0172)
C (0.3205, 0.5892, 0.1169)
C (-0.8063, -1.1390, 1.2548)
C (0.4105, 0.4835, -2.4075)
C (-0.4128, -1.6958, 2.5577)
O (0.7448, 2.3891, 1.7546)
O (1.8559, 2.5960, -0.5021)
O (-0.8641, -1.8465, 0.1601)
F (0.8719, -1.7291, 2.7888)
F (-0.9433, -0.9698, 3.5759)
F (-0.8739, -2.9361, 2.7294)
S (0.7670, 2.2458, 0.3570)
Cl (-0.8941, 3.1313, -0.4136)
H (-0.8693, -1.7609, -1.9224)
H (0.6219, -0.2802, -3.1951)
H (-0.4339, 1.0953, -2.6849)
H (1.2628, 1.1121, -2.1736)

Forces on the atoms, in the same order (eV/Å):
C 1.095 2.535 -1.436
C 1.531 -2.240 -1.701
C -1.600 -2.915 1.623
C 0.758 3.657 -2.314
C -1.031 0.177 1.048
C -0.660 -0.338 1.668
O 0.336 1.075 1.043
O -0.257 -0.032 0.509
O -0.270 -0.748 1.866
F 1.605 0.105 -0.227
F -0.059 0.129 -0.717
F -0.420 -0.674 -0.396
S -0.466 -1.329 -0.644
Cl -0.115 0.563 0.014
H -0.399 -0.951 0.261
H -0.238 0.387 1.071
H 0.064 0.586 -0.996
H 0.126 0.014 -0.673

The value obtained for the gap between HOMO and LUMO (spin up / spin down) is 0.2773 / 0.2724 Ha. The value obtained for the relative energy (zero: lowest compared OMol25 entry of this formula, charge and spin) is 1.776 eV. Its energy is -43932.445 eV.